62
Properties=species:S:1:pos:R:3:forces:R:3 method="wB97M-V/def2-TZVPD" total_charge=+1 spin_multiplicity=4 orbital_gap_ev="6.070 / 6.120"
C -0.002049 -4.998730 -0.090705 0.0 0.0 0.3
C -0.155990 -3.688920 -0.548861 -0.3 0.5 0.5
C -1.305348 -2.978092 -0.097700 0.0 0.3 0.0
C -2.200935 -3.513485 0.835795 0.5 -0.8 0.2
C -1.993107 -4.811960 1.303687 0.0 0.1 -0.3
C -0.919127 -5.558639 0.816791 0.1 0.1 -0.2
C -3.273575 -2.601144 1.357817 0.0 0.1 0.3
C -3.792244 -1.701455 0.272277 -0.8 0.7 -0.3
C -2.863611 -1.212005 -0.653058 0.1 0.1 0.3
C -3.183771 -0.202946 -1.600843 -0.1 -0.2 0.8
C -4.509354 0.245451 -1.620662 0.1 -0.2 0.3
C -5.461581 -0.276018 -0.727673 0.0 0.1 -0.1
C -5.106799 -1.218593 0.235080 0.4 -0.3 -0.3
H 0.856648 -5.588848 -0.426075 -0.3 0.2 0.1
H -2.682387 -5.224227 2.044263 0.2 0.0 -0.2
H -0.782789 -6.583480 1.155885 0.0 0.2 -0.1
H -4.092903 -3.181077 1.792985 0.1 0.1 0.1
H -4.802628 1.022204 -2.329007 0.0 -0.2 0.1
H -6.494079 0.071970 -0.774385 0.3 0.0 0.0
H -5.827324 -1.592275 0.967898 0.1 0.2 -0.3
N -1.543058 -1.666314 -0.535249 1.2 0.7 -0.5
Er -0.206604 -0.268417 0.560516 -1.3 -1.2 0.8
C 0.861100 -2.992966 -1.447161 -0.2 0.1 -0.3
H 0.355831 -2.589549 -2.344813 0.2 -0.2 0.3
H 1.647897 -3.698946 -1.750713 -0.3 0.1 -0.1
C -2.092614 0.357893 -2.492464 0.0 -0.3 0.0
H -1.637658 -0.461306 -3.081917 -0.2 0.3 0.2
H -2.516218 1.110275 -3.174030 0.1 -0.3 0.0
P 1.776593 -1.538958 -0.699664 0.1 -1.2 -0.5
P -0.639484 1.194653 -1.655080 -1.1 0.4 -1.3
C -1.297278 2.885095 -1.510993 0.1 0.2 0.1
H -0.504688 3.553074 -1.155567 -0.2 0.0 -0.1
H -1.642955 3.207391 -2.505240 0.1 0.0 0.4
H -2.127344 2.921498 -0.797952 0.1 -0.1 -0.2
C 0.444048 1.414877 -3.118784 0.2 0.0 0.0
H -0.054268 2.081115 -3.841183 0.2 -0.3 0.2
H 1.393525 1.866956 -2.806611 -0.2 0.0 -0.1
H 0.656260 0.448376 -3.593024 -0.1 0.2 0.1
C 2.696745 -2.397645 0.612952 0.3 0.2 0.2
H 3.191993 -3.277141 0.185296 0.0 0.1 0.2
H 3.440302 -1.712635 1.037502 0.0 -0.2 0.0
H 2.019178 -2.716526 1.415040 0.1 -0.1 -0.2
C 3.045384 -1.122522 -1.925161 0.3 0.1 -0.2
H 3.589935 -0.230028 -1.579700 -0.1 -0.3 -0.2
H 3.755807 -1.957851 -2.035550 -0.2 0.3 0.0
H 2.588495 -0.889790 -2.898946 0.1 -0.1 0.3
C 1.512043 1.486122 0.620615 2.7 3.4 0.5
O 2.282126 2.353248 0.696875 -2.7 -2.9 -0.4
H -2.846667 -1.967541 2.185340 -0.3 -0.4 -0.5
C -3.493186 1.695263 1.701492 0.0 0.1 0.2
Si -1.626902 1.692231 1.969450 0.5 0.2 -1.0
C -0.976283 3.448533 2.131572 -0.2 0.0 0.4
C -1.184127 0.677489 3.520207 -0.1 0.0 0.0
H -3.744875 2.083725 0.706163 0.0 0.0 0.2
H -3.970821 2.335717 2.459135 0.0 -0.1 -0.2
H -3.926953 0.689992 1.768890 0.1 0.2 0.0
H -1.518059 3.947576 2.947559 0.2 0.2 -0.2
H 0.098838 3.460153 2.359564 -0.3 0.0 0.0
H -1.132234 4.012229 1.202272 0.0 -0.1 0.3
H -1.697798 1.202841 4.335723 0.2 -0.3 0.2
H -1.546386 -0.364799 3.500106 0.0 0.3 0.1
H -0.104729 0.671479 3.740627 -0.3 0.1 0.0


120
Properties=species:S:1:pos:R:3:forces:R:3 method="wB97M-V/def2-TZVPD" total_charge=0 orbital_gap_ev=9.667 smiles=OCCO.OCCO.OCCO.OCCO.OCCO.OCCO.OCCO.OCCO.OCCO.OCCO.OCCO.OCCO de_lowest_kcal_mol=158.61
C 11.197725 -2.242125 9.371519 0.4 2.1 -2.7
C 11.354602 -3.257399 8.230226 0.9 -1.0 2.3
O 12.187670 -4.350879 8.788223 -1.4 -0.4 -1.4
O 12.326565 -1.325600 9.468627 -0.1 -1.3 0.8
H 10.950356 -2.783232 10.284825 0.3 0.3 0.1
H 10.400956 -1.578825 9.034945 -0.7 -0.2 0.6
H 11.654401 -2.993016 7.216161 0.8 0.8 0.4
H 10.330234 -3.575606 8.036562 0.0 -1.0 0.5
H 12.948904 -4.089147 9.311310 -0.2 0.9 -0.3
H 12.084471 -0.486311 9.070388 0.0 0.0 -0.1
C 8.335841 2.123165 9.699312 0.2 -2.4 1.6
C 9.120838 2.930475 10.719666 -0.3 -1.1 0.1
O 8.780143 2.478810 12.061415 -0.5 0.7 -0.5
O 8.894161 0.782706 9.716206 0.8 -0.1 -1.6
H 8.322842 2.475966 8.668066 0.3 0.1 0.2
H 7.331521 1.860390 10.031564 -0.5 1.3 0.0
H 8.918882 3.992821 10.582762 0.4 0.1 0.3
H 10.158366 2.597801 10.688725 0.1 0.8 -0.9
H 8.528331 3.311945 12.466464 -0.2 0.2 0.6
H 8.932571 0.376875 10.585362 -0.3 0.4 0.3
C 4.180936 2.246467 9.673868 0.9 -2.3 1.9
C 2.835367 2.509368 10.213197 1.4 3.7 0.0
O 2.075417 2.915437 9.119450 -2.6 -0.6 -1.3
O 4.184033 0.953902 9.096502 0.4 0.2 -0.5
H 4.778816 2.195962 10.583865 0.8 0.0 -0.2
H 4.560679 3.047973 9.040244 -0.2 0.0 -0.3
H 3.060516 3.486991 10.639389 -0.3 -0.1 1.7
H 2.405333 1.830544 10.949652 -0.1 -0.2 -0.6
H 2.306224 3.831565 8.949057 -0.2 -0.2 -0.2
H 3.303625 0.890448 8.719080 0.0 -0.4 -0.5
C 7.759859 6.070899 13.772877 -2.7 0.1 0.1
C 6.682781 7.248310 14.004345 3.0 -0.7 1.3
O 7.077569 7.816242 15.320180 -1.5 -0.3 -1.3
O 7.532890 5.453278 12.543134 1.8 0.2 -1.8
H 7.677348 5.333200 14.571061 -0.4 0.1 0.4
H 8.810018 6.357794 13.827330 -0.1 0.7 -0.4
H 5.652536 6.892488 13.994912 0.3 -0.2 0.8
H 6.693824 7.967071 13.184974 0.5 0.3 0.1
H 8.018710 8.004861 15.303536 0.0 0.0 -0.3
H 6.714177 4.992072 12.346667 -0.5 -0.2 1.1
C 8.919054 6.620513 7.592104 2.6 -2.3 -1.0
C 9.898362 6.879174 8.817076 -2.0 0.7 -1.5
O 11.230111 7.014073 8.399261 0.6 -0.1 -0.1
O 8.866765 7.649892 6.593161 -0.7 1.1 1.3
H 7.998576 6.094266 7.844841 -0.5 1.1 0.2
H 9.408212 5.880578 6.958618 0.2 -1.1 0.7
H 9.923401 6.121725 9.600487 -0.5 -0.2 -0.3
H 9.441925 7.795684 9.190932 0.6 0.4 0.7
H 11.273830 7.513755 7.580720 -0.2 0.3 0.0
H 9.512230 7.450625 5.911057 -0.2 -0.1 0.1
C 13.092546 1.542889 12.911671 0.0 1.2 0.8
C 14.186142 2.490674 13.396324 0.9 -1.4 -0.5
O 13.662535 3.667966 13.915788 -0.4 0.9 0.0
O 12.577149 1.951949 11.650873 0.7 -1.0 -0.4
H 12.317508 1.626839 13.673479 -0.3 -0.3 0.1
H 13.478882 0.523751 12.926252 -0.2 0.0 -0.7
H 14.848680 2.740485 12.567623 0.0 -0.2 -0.4
H 14.853587 2.056854 14.140920 -0.2 -0.6 0.2
H 14.238226 4.315543 13.502490 -0.2 0.9 0.2
H 11.967598 2.692062 11.698590 -0.3 -0.2 0.3
C 5.809023 -0.162291 15.571579 3.7 -0.3 -0.4
C 7.177767 0.574345 15.319237 -0.1 -2.5 1.2
O 7.075011 1.334711 14.166450 -0.5 1.0 -0.9
O 4.930705 0.731305 16.057412 -2.0 0.8 0.8
H 5.948002 -0.975376 16.284106 0.1 0.2 0.4
H 5.645051 -0.707754 14.642239 -1.0 0.5 -0.3
H 7.943150 -0.195404 15.220416 0.2 -0.3 -0.4
H 7.517989 1.100307 16.211260 -0.5 0.7 0.0
H 7.909576 1.400092 13.696531 0.2 0.0 -0.2
H 4.625192 1.342659 15.383233 -0.3 0.1 -0.2
C 13.136017 6.102311 11.388882 0.5 0.0 0.8
C 11.918721 5.767471 12.276100 1.0 -0.8 0.8
O 11.576065 4.401161 12.243195 -0.8 0.0 -1.3
O 14.388948 5.385590 11.699894 -1.2 0.0 0.3
H 13.392877 7.121699 11.676916 -0.2 0.3 -0.8
H 12.918845 5.916838 10.336970 -0.1 0.5 0.0
H 11.046144 6.394282 12.092222 0.1 0.0 -0.5
H 12.151796 5.873819 13.335572 0.5 1.0 0.1
H 12.405859 3.989905 12.495996 0.3 -0.1 0.8
H 14.631888 4.855559 10.937238 -0.1 -0.1 0.0
C 7.560802 1.218200 4.472893 -1.2 0.8 -0.5
C 7.112903 2.104138 5.685036 -0.3 -0.7 -2.1
O 6.624420 3.405262 5.167151 1.1 -1.3 1.6
O 6.322500 0.805674 3.758488 1.0 0.2 1.3
H 8.249689 0.416316 4.738464 -0.6 -0.5 0.3
H 8.111174 1.806982 3.739054 0.2 0.4 0.3
H 7.912349 2.123630 6.425723 0.4 1.2 -0.4
H 6.380538 1.527885 6.250437 -0.7 0.2 -0.3
H 5.950440 3.231648 4.505925 -0.1 -0.4 0.0
H 6.537458 0.192596 3.051711 0.2 0.0 0.0
C 3.273557 3.496153 13.971819 0.3 2.1 -0.8
C 4.627006 4.258707 13.952781 0.4 -2.4 1.0
O 5.555343 3.679082 13.062482 -0.3 0.6 -2.3
O 3.181602 2.221956 14.537706 0.3 0.0 0.4
H 2.930243 3.425269 12.939732 0.1 0.2 -0.2
H 2.597779 4.171176 14.496954 -0.2 0.1 0.0
H 5.227984 4.156212 14.856336 -1.0 0.6 1.1
H 4.437125 5.307770 13.725819 0.1 -0.2 -0.3
H 5.993015 2.899076 13.411234 0.1 -0.4 0.6
H 2.309292 2.274871 14.935045 0.1 -0.9 0.4
C 12.596087 3.840539 8.028996 -0.3 -0.5 -0.9
C 12.020081 2.403899 8.251429 -0.9 2.3 1.4
O 12.871441 1.394958 7.897269 1.3 -0.4 -1.1
O 12.400760 4.241970 6.637438 0.2 -0.3 0.8
H 13.664552 3.833717 8.244493 0.2 -0.2 0.1
H 12.154426 4.640341 8.623417 -0.4 -0.5 0.4
H 11.100566 2.319416 7.672248 -0.4 0.2 0.2
H 11.860059 2.278549 9.322307 -0.4 0.1 0.0
H 13.141626 1.726864 7.037938 0.7 -0.9 -0.6
H 12.290159 5.193300 6.703370 0.0 0.1 -0.3
C 6.859565 -2.454179 13.210802 -1.1 0.1 -0.5
C 7.092286 -3.976716 13.073482 0.8 -0.8 1.9
O 6.434321 -4.619032 14.234091 -0.5 1.1 -0.6
O 7.165353 -1.635710 12.040990 0.3 -1.4 0.8
H 7.318749 -2.050104 14.113000 0.7 -0.3 -0.1
H 5.802377 -2.352977 13.456175 -0.3 -0.1 -0.3
H 8.124620 -4.238692 13.305324 0.4 0.4 -0.9
H 6.775677 -4.510566 12.177456 -0.2 0.7 -0.3
H 6.791021 -5.503236 14.346082 0.1 0.1 -0.2
H 6.709690 -0.797618 12.148581 -0.1 0.1 0.1


63
Properties=species:S:1:pos:R:3:forces:R:3 method="wB97M-V/def2-TZVPD" total_charge=+1 orbital_gap_ev=8.598
C -2.972314 -0.836916 3.364891 0.5 -0.1 -0.2
O -2.184184 0.130518 2.623811 -0.1 0.0 0.8
B -1.261498 -0.538765 1.926870 -0.6 0.4 -1.1
O -1.493098 -0.909762 0.638962 -0.2 -0.8 0.5
P 0.489520 -0.995897 2.651779 0.9 0.5 1.0
C 0.947534 0.179005 3.973290 -0.1 -0.5 -0.2
C 0.653903 -2.683309 3.334878 0.0 0.0 -0.7
C -0.342653 -3.737779 2.862802 0.1 -0.1 0.4
C 0.232767 -4.538422 1.722291 -2.6 -0.7 2.0
O 1.126673 -4.161015 1.098091 3.6 1.5 -2.7
O -0.344383 -5.701800 1.484021 -0.7 -0.7 -0.1
H -3.489979 -1.507028 2.690316 -0.3 0.0 -0.3
H -3.671688 -0.322048 3.990511 -0.2 0.3 0.3
H -2.301265 -1.454051 3.962769 0.0 0.0 0.4
H -1.405106 -1.874492 0.603460 0.4 0.1 -0.9
H 1.430454 -0.794730 1.631200 -0.1 -0.3 0.0
H 0.220046 0.969056 4.069779 -0.2 0.3 -0.1
H 1.938240 0.573668 3.817381 0.3 0.2 -0.3
H 0.973709 -0.372366 4.898491 -0.1 -0.2 0.4
H 1.637409 -3.022153 3.031989 0.4 0.0 -0.1
H 0.694132 -2.631471 4.406699 -0.3 0.3 0.5
H -1.327634 -3.382506 2.569955 -0.2 0.3 0.0
H -0.515344 -4.418027 3.684576 -0.2 -0.2 0.4
H -1.083936 -5.820499 2.091389 -0.1 -0.4 0.0
C -0.689752 1.076025 -2.109222 0.4 0.0 -0.3
C -1.942170 1.374567 -2.889648 0.4 -0.2 0.3
C -2.769142 0.163222 -3.244643 -0.2 0.0 0.0
O -3.424099 0.587172 -4.445061 0.2 0.0 0.0
C -2.613528 1.504865 -5.044089 0.1 0.0 0.1
O -2.752217 1.906872 -6.148808 0.0 0.1 -0.1
O -1.625587 1.891221 -4.193112 -0.3 -0.1 -0.1
H -0.931174 0.743555 -1.103061 -0.1 0.1 0.0
H -0.096553 0.302631 -2.604177 -0.1 -0.1 -0.1
H -0.064736 1.962798 -2.042844 -0.1 0.1 0.1
H -2.540452 2.123643 -2.369853 -0.1 0.0 0.0
H -3.497929 -0.097354 -2.479872 -0.1 0.1 -0.1
H -2.159573 -0.714753 -3.475862 0.1 0.1 0.0
C 5.356758 -5.045121 -0.570016 0.2 0.0 0.3
C 4.489330 -3.864314 -0.211352 0.2 -0.5 -0.3
C 4.696357 -2.644799 -1.074611 -0.2 0.1 -0.1
O 4.318068 -1.585096 -0.178681 0.1 0.0 0.1
C 4.556895 -2.016885 1.083147 0.0 -0.3 -0.3
O 4.519026 -1.323535 2.050317 -0.3 0.1 0.2
O 4.813176 -3.345463 1.095376 -0.1 0.4 0.0
H 5.056708 -5.466827 -1.528673 -0.1 0.0 0.0
H 6.406211 -4.753480 -0.627178 0.0 0.1 0.0
H 5.281801 -5.819370 0.192821 -0.1 0.0 -0.1
H 3.436481 -4.157535 -0.191821 0.0 0.1 0.0
H 4.070334 -2.634607 -1.963152 -0.1 0.1 0.1
H 5.738265 -2.501480 -1.367621 0.0 -0.1 0.1
C -2.510164 7.740133 -1.387469 -0.1 -0.1 0.3
C -1.614784 6.554793 -1.647495 -0.3 0.5 0.0
C -2.138944 5.576631 -2.668837 0.1 0.0 -0.3
O -1.531223 4.343864 -2.244395 0.0 0.1 0.4
C -1.333651 4.442052 -0.903900 -0.1 0.2 -0.1
O -1.049556 3.526931 -0.195999 0.0 -0.1 0.1
O -1.513738 5.711628 -0.481436 0.1 -0.3 -0.1
H -2.534633 8.401383 -2.252795 0.0 0.0 0.0
H -3.527655 7.416979 -1.163263 0.0 0.0 -0.1
H -2.155630 8.303970 -0.525394 0.1 0.1 -0.1
H -0.606616 6.891100 -1.902654 0.0 -0.1 0.0
H -1.843464 5.818817 -3.686286 0.1 -0.2 0.0
H -3.223739 5.456560 -2.628582 0.0 0.1 0.1


14
Properties=species:S:1:pos:R:3:forces:R:3 method="wB97M-V/def2-TZVPD" total_charge=0 orbital_gap_ev=9.025 smiles="C=CCC=O.O" de_lowest_kcal_mol=79.45
O 1.654721 0.635616 -0.750308 0.5 -0.2 1.3
C 1.459977 0.031464 0.301959 1.2 -0.4 -1.3
C -0.858804 0.948687 0.804397 -1.3 -0.2 -0.6
C -0.846908 -0.333481 0.341917 -0.3 0.5 2.3
O -0.531221 -0.075256 -1.840686 0.8 0.6 -1.2
C 0.439316 -1.074163 0.343477 0.4 0.1 -0.3
H 0.407933 0.287611 -1.612576 -1.8 -0.4 -0.6
H 2.103952 0.249803 1.165138 -0.2 0.1 0.1
H -0.297933 1.758323 0.343254 0.7 -0.3 0.8
H -1.695783 1.261432 1.408858 -0.5 0.3 -0.5
H -1.732176 -0.952094 0.460414 0.0 0.0 0.3
H -1.142295 0.672185 -1.788276 0.3 -0.2 -0.2
H 0.596432 -1.785965 -0.464245 0.0 0.1 -0.2
H 0.442783 -1.624158 1.286675 0.3 0.1 0.1